# 1
{"formula": "C36H31N5O5OsS2", "method": "ωB97M-V/def2-TZVPD", "homo_lumo_gap_ha": [0.2126, 0.1335], "s2": 6.0463, "spin_multiplicity": 5, "charge": 2, "homo_ev": [-12.26, -12.24], "relative_energy_kcal_mol": 10.1, "max_force_ev_per_a": 2.529, "species": ["Os", "O", "C", "O", "C", "C", "C", "N", "C", "C", "C", "C", "C", "C", "C", "N", "C", "C", "C", "C", "C", "N", "H", "H", "H", "H", "H", "H", "H", "H", "H", "H", "C", "C", "C", "C", "C", "C", "C", "S", "O", "O", "N", "C", "C", "C", "C", "C", "C", "C", "C", "N", "C", "H", "H", "H", "H", "H", "H", "H", "H", "H", "H", "H", "H", "H", "O", "S", "C", "C", "C", "C", "H", "H", "H", "H", "H", "H", "H", "H"], "coordinates": [[-0.3488, -0.1050, -0.0352], [1.1373, 6.2003, 2.2145], [0.4469, 5.4935, 2.9270], [-0.2631, 5.4774, 3.9157], [0.2899, 4.0042, 2.1530], [0.8056, 3.8527, 0.8809], [0.6357, 2.6229, 0.2711], [0.0098, 1.6290, 0.9250], [-0.5103, 1.7876, 2.1598], [-0.3853, 2.9893, 2.8143], [-1.2343, 0.5947, 2.6650], [-1.7877, 0.5124, 3.9230], [-2.4404, -0.6546, 4.3041], [-2.5185, -1.7091, 3.4133], [-1.9490, -1.5660, 2.1630], [-1.3225, -0.4419, 1.7953], [1.0176, 2.2712, -1.1125], [1.7102, 3.1141, -1.9514], [1.9550, 2.7161, -3.2580], [1.4856, 1.4886, -3.6899], [0.8048, 0.6803, -2.8017], [0.5864, 1.0504, -1.5335], [1.3084, 4.6758, 0.3945], [-0.8040, 3.1662, 3.7947], [-1.7135, 1.3489, 4.6052], [-2.8793, -0.7339, 5.2904], [-3.0133, -2.6353, 3.6721], [-1.9874, -2.3547, 1.4235], [2.0531, 4.0758, -1.5959], [2.4983, 3.3662, -3.9310], [1.6328, 1.1526, -4.7070], [0.4069, -0.2779, -3.1048], [-4.7427, 2.5899, 2.8783], [-4.2479, 1.7938, 1.7002], [-4.6343, 0.4589, 1.5303], [-4.2181, -0.2743, 0.4339], [-3.3850, 0.3373, -0.4987], [-3.0120, 1.6745, -0.3763], [-3.4403, 2.3889, 0.7307], [-2.8026, -0.5640, -1.8729], [-2.2557, 0.3673, -2.8191], [-3.7886, -1.5185, -2.2632], [-1.4440, -1.3741, -1.2073], [-0.8542, -2.4118, -1.9561], [-1.4624, -3.2369, -2.8808], [-0.7186, -4.2353, -3.5405], [0.6110, -4.4157, -3.2901], [1.2672, -3.5810, -2.3510], [2.6456, -3.6624, -2.0646], [3.2091, -2.7879, -1.1741], [2.3952, -1.8352, -0.5484], [1.0966, -1.7465, -0.7816], [0.5260, -2.5954, -1.6821], [-4.8678, 1.9620, 3.7606], [-5.7182, 3.0274, 2.6533], [-4.0679, 3.4109, 3.1206], [-5.2881, -0.0013, 2.2631], [-4.5336, -1.3027, 0.2938], [-2.4087, 2.1367, -1.1484], [-3.1652, 3.4331, 0.8348], [-2.5148, -3.1302, -3.0977], [-1.2235, -4.8686, -4.2577], [1.1753, -5.1849, -3.8028], [3.2495, -4.4111, -2.5653], [4.2662, -2.8189, -0.9468], [2.7970, -1.1287, 0.1665], [1.5651, -0.4471, 1.8863], [1.5681, -1.4074, 3.0717], [3.1728, -2.2503, 3.0811], [3.7179, -2.1264, 4.4987], [3.4271, -0.6845, 4.9145], [1.9591, -0.4415, 4.5658], [3.7727, -1.6831, 2.3653], [3.0381, -3.2721, 2.7287], [4.7800, -2.3636, 4.5266], [3.2095, -2.8273, 5.1652], [4.0636, 0.0026, 4.3541], [3.6104, -0.5160, 5.9740], [1.7124, 0.5932, 4.3201], [1.2864, -0.7966, 5.3481]], "forces_ev_per_a": [[0.72, 0.57, 1.10], [0.29, 0.82, 0.59], [-0.65, -1.78, -1.67], [0.17, 0.70, 0.72], [0.30, 1.37, 1.11], [-0.09, -0.95, -0.45], [0.09, 0.37, -0.08], [-0.26, -0.42, -0.12], [-0.22, -0.24, 0.31], [0.02, -0.64, -0.52], [0.38, 0.38, -0.37], [-0.16, -0.10, 0.32], [0.09, 0.20, 0.05], [0.02, -0.20, -0.15], [-0.07, -0.10, 0.08], [-0.01, -0.20, -0.36], [-0.19, -0.08, 0.35], [0.12, 0.12, -0.12], [0.02, 0.09, 0.07], [-0.09, -0.24, -0.10], [0.04, 0.03, -0.18], [-0.20, -0.05, -0.10], [0.02, 0.20, 0.18], [0.05, 0.27, 0.06], [0.01, -0.01, -0.04], [0.00, 0.01, -0.01], [0.02, 0.03, -0.01], [-0.02, 0.00, 0.01], [-0.03, -0.03, 0.03], [-0.02, 0.00, 0.01], [0.00, 0.01, 0.03], [0.01, 0.01, 0.00], [0.09, -0.06, -0.08], [-0.09, 0.13, 0.07], [-0.04, -0.06, -0.06], [-0.03, -0.01, 0.04], [0.17, -0.02, 0.10], [0.09, 0.01, 0.11], [-0.01, 0.12, -0.01], [-0.88, 0.38, -0.53], [0.15, -0.39, 0.12], [0.31, -0.14, 0.11], [0.32, -0.63, -1.14], [-0.33, 0.80, 0.95], [-0.29, -0.39, -0.42], [-0.39, 0.13, -0.01], [0.15, 0.00, 0.05], [0.17, 0.06, 0.11], [0.00, -0.11, -0.10], [0.00, 0.06, 0.08], [0.15, -0.03, -0.02], [-0.01, -0.27, -0.17], [0.38, 0.12, 0.29], [-0.01, -0.02, -0.02], [0.02, -0.02, -0.03], [0.00, -0.01, -0.02], [0.02, 0.02, -0.04], [-0.01, 0.08, -0.01], [-0.06, 0.04, 0.00], [0.00, -0.04, 0.00], [0.01, 0.00, 0.00], [-0.02, 0.03, 0.02], [-0.01, 0.02, 0.01], [-0.02, 0.03, 0.02], [-0.04, 0.02, -0.01], [-0.02, -0.01, -0.03], [0.01, -0.01, -0.12], [-0.25, -0.05, 0.06], [0.05, -0.07, -0.07], [-0.05, 0.07, 0.01], [-0.03, -0.03, -0.05], [0.06, 0.14, -0.01], [0.05, -0.03, 0.04], [0.02, 0.02, 0.01], [0.01, 0.00, -0.02], [0.01, 0.00, -0.01], [-0.01, -0.01, 0.01], [-0.02, 0.01, 0.00], [-0.01, -0.03, 0.05], [0.01, -0.01, -0.02]]}



# 2
{"formula": "C36H31O7P2Zn", "method": "ωB97M-V/def2-TZVPD", "homo_lumo_gap_ha": 0.2384, "spin_multiplicity": 1, "charge": -1, "homo_ev": -4.46, "max_force_ev_per_a": 0.588, "species": ["Zn", "O", "P", "C", "P", "O", "C", "C", "C", "C", "C", "C", "C", "C", "C", "C", "C", "C", "C", "C", "C", "C", "C", "C", "C", "C", "C", "C", "C", "C", "H", "H", "H", "H", "H", "H", "H", "H", "H", "H", "H", "H", "H", "H", "H", "H", "H", "H", "H", "H", "H", "H", "O", "C", "C", "O", "C", "C", "O", "C", "O", "O", "C", "C", "C", "C", "C", "C", "H", "H", "H", "H", "H", "H", "H", "H", "H"], "coordinates": [[-2.4771, -0.7187, -2.1343], [1.6201, -0.1244, -1.2936], [1.7049, -0.1416, 0.1856], [0.2235, 0.3927, 1.1172], [-0.6295, 1.8847, 0.5023], [-0.9379, 1.9047, -0.9469], [0.4386, 3.2423, 1.0329], [1.0478, 4.0112, 0.0460], [1.8733, 5.0712, 0.4066], [2.0815, 5.3653, 1.7469], [1.4660, 4.6041, 2.7347], [0.6449, 3.5456, 2.3782], [-2.1135, 1.9780, 1.5081], [-2.2602, 1.3485, 2.7421], [-3.4643, 1.4326, 3.4264], [-4.5251, 2.1398, 2.8742], [-4.3888, 2.7605, 1.6384], [-3.1854, 2.6798, 0.9530], [3.0445, 0.9010, 0.8048], [3.8628, 1.4894, -0.1592], [4.9294, 2.2911, 0.2330], [5.1765, 2.5075, 1.5826], [4.3591, 1.9283, 2.5454], [3.2984, 1.1243, 2.1579], [2.0104, -1.7924, 0.8539], [1.0223, -2.7603, 0.6293], [1.2370, -4.0757, 1.0163], [2.4443, -4.4396, 1.6047], [3.4327, -3.4888, 1.8096], [3.2156, -2.1678, 1.4382], [0.5212, 0.5235, 2.1603], [-0.5158, -0.4089, 1.0626], [0.8642, 3.7625, -0.9945], [2.3491, 5.6707, -0.3603], [2.7219, 6.1929, 2.0255], [1.6211, 4.8431, 3.7796], [0.1486, 2.9603, 3.1476], [-1.4424, 0.7811, 3.1731], [-3.5800, 0.9352, 4.3814], [-5.4731, 2.1835, 3.3981], [-5.2270, 3.2726, 1.1871], [-3.0868, 3.1107, -0.0355], [3.6378, 1.3094, -1.2055], [5.5644, 2.7495, -0.5157], [6.0084, 3.1299, 1.8876], [4.5482, 2.1069, 3.5974], [2.6661, 0.6676, 2.9140], [0.1053, -2.4978, 0.1112], [0.4664, -4.8172, 0.8445], [2.6204, -5.4715, 1.8860], [4.3759, -3.7756, 2.2578], [3.9881, -1.4266, 1.6059], [-8.0979, 1.3398, -2.7399], [-7.0051, 0.8758, -2.5687], [-5.8722, 1.5080, -1.7688], [-5.9340, 2.5484, -1.1448], [-4.7445, 0.6062, -1.9369], [-5.0654, -0.4866, -2.7547], [-4.1709, -1.3563, -3.0520], [-6.4856, -0.4477, -3.1301], [-7.1351, -1.2673, -3.7324], [-3.5431, 0.7351, -1.4481], [1.9943, -3.6800, -2.5928], [0.5524, -4.0312, -2.9748], [0.1122, -5.3150, -2.2479], [0.4482, -4.2467, -4.4906], [-0.3541, -2.9286, -2.5896], [-1.0672, -1.9937, -2.2800], [2.6675, -4.4992, -2.8696], [2.0791, -3.5040, -1.5194], [2.3151, -2.7716, -3.1075], [0.6941, -6.1754, -2.5976], [-0.9470, -5.5062, -2.4263], [0.2592, -5.2067, -1.1704], [1.0561, -5.1051, -4.7954], [0.7992, -3.3610, -5.0240], [-0.5888, -4.4260, -4.7799]], "forces_ev_per_a": [[-0.24, -0.07, -0.01], [0.06, 0.09, 0.41], [-0.16, 0.06, -0.35], [0.06, -0.04, -0.35], [-0.17, -0.11, -0.34], [0.44, 0.02, 0.25], [0.04, 0.19, -0.03], [0.06, -0.01, 0.05], [-0.04, -0.05, 0.00], [-0.01, -0.04, -0.03], [-0.02, -0.03, -0.04], [0.00, 0.00, -0.04], [-0.18, 0.03, 0.08], [-0.01, 0.07, 0.08], [0.00, 0.02, -0.01], [0.03, -0.01, -0.05], [0.01, -0.01, 0.11], [0.03, -0.08, 0.04], [0.18, 0.13, -0.02], [0.00, 0.01, 0.14], [-0.06, -0.04, 0.03], [-0.02, -0.02, -0.09], [-0.02, -0.03, 0.02], [-0.05, 0.03, -0.07], [-0.13, -0.29, -0.06], [0.09, 0.02, 0.22], [0.06, 0.13, 0.14], [-0.06, -0.02, -0.06], [-0.02, -0.02, 0.01], [-0.01, 0.03, 0.05], [-0.06, -0.02, 0.01], [0.03, -0.11, 0.01], [0.01, 0.03, 0.07], [-0.01, -0.02, 0.02], [0.00, 0.00, 0.00], [0.00, -0.01, -0.01], [0.02, 0.06, -0.03], [-0.06, 0.00, 0.00], [0.01, -0.01, 0.00], [0.04, 0.02, -0.01], [0.02, -0.03, -0.06], [-0.05, -0.05, 0.02], [0.03, 0.02, 0.07], [-0.02, -0.01, 0.02], [-0.01, 0.02, -0.01], [-0.01, -0.01, -0.03], [0.05, 0.03, -0.03], [0.03, 0.00, -0.01], [0.05, 0.04, 0.07], [-0.02, 0.04, 0.02], [0.00, 0.01, -0.01], [0.01, -0.05, -0.04], [-0.49, 0.17, -0.05], [0.55, -0.19, 0.08], [0.11, -0.43, -0.23], [-0.04, 0.38, 0.23], [0.05, 0.14, 0.13], [0.09, -0.06, -0.02], [-0.15, 0.09, -0.02], [0.27, 0.29, 0.27], [-0.26, -0.28, -0.29], [-0.12, -0.05, -0.09], [0.09, 0.02, -0.06], [-0.22, 0.00, 0.07], [0.03, 0.06, 0.02], [0.00, 0.03, -0.04], [0.00, 0.30, 0.16], [0.22, -0.30, -0.08], [-0.04, 0.02, 0.01], [0.05, -0.03, -0.14], [-0.03, -0.03, 0.05], [-0.02, 0.09, 0.04], [0.03, -0.03, -0.03], [-0.02, -0.06, -0.19], [-0.01, 0.05, 0.02], [-0.02, -0.04, 0.02], [0.04, -0.02, 0.00]]}